# 1
ORCA calculation (the ωB97M-V functional and the def2-TZVPD basis) on an isolated ion of composition C21H25SSi and charge +1.

Positions of all 48 atoms, in Å:
C -5.6555 -1.8464 2.5019
C -4.2338 -1.4876 2.4293
C -3.8892 -0.1264 2.3223
C -2.5387 0.2113 2.1786
C -1.5048 -0.7320 1.9645
C -0.2314 -0.3275 1.3684
C 1.0415 -0.9241 2.0224
C 2.0692 -0.0598 2.3592
C 3.3872 -0.5098 2.4594
C 3.6240 -1.8995 2.4680
C 2.5589 -2.7900 2.4179
C 1.2271 -2.2779 2.2485
C -1.8737 -2.0524 2.4623
C -3.2387 -2.4419 2.5369
H -5.8104 -2.9056 2.4663
H -6.2310 -1.4965 3.3407
H -6.1574 -1.4727 1.6393
H -4.6865 0.6260 2.2787
H -2.3087 1.2918 2.0636
H -0.1501 0.7747 1.4619
H 1.9150 1.0243 2.2971
H 4.2118 0.1773 2.4820
H 4.6705 -2.2804 2.6299
H 2.7271 -3.8619 2.4423
H 0.4778 -3.0418 2.0521
H -1.1496 -2.7987 2.6522
H -3.4892 -3.5134 2.6290
C 0.6728 3.2790 -4.5051
Si 1.7753 2.1479 -3.5026
C 2.6825 1.0161 -4.6640
C 3.0270 3.1267 -2.5382
C 0.8505 1.1281 -2.2476
C -0.5542 1.0477 -2.1548
C -1.0441 0.2777 -1.1754
C -0.1046 -0.3708 -0.2129
S 1.4513 -0.0192 -1.1205
H 1.2880 3.9039 -5.1492
H -0.0077 2.7203 -5.1454
H 0.0747 3.9386 -3.8791
H 3.3192 1.5832 -5.3318
H 3.3058 0.3125 -4.1256
H 1.9935 0.4485 -5.2753
H 3.6027 3.7612 -3.1983
H 2.5557 3.7641 -1.7993
H 3.7226 2.4810 -2.0144
H -1.1139 1.6789 -2.7931
H -2.1103 0.0480 -1.0688
H -0.1481 -1.5325 -0.2734

Forces on atoms 1 to 3 (eV/Å):
-0.750 -0.645 -0.363
0.163 1.017 0.457
0.784 -0.780 0.128

Properties
Net charge: +1
Frontier orbital gap: 0.2145 Ha
Strongest force on any atom: 4.094 eV/Å
HOMO energy: -0.4187 hartree
LUMO level: -5.6 eV

=====

# 2
ORCA calculation (the ωB97M-V functional and the def2-TZVPD basis) on one molecule with the formula C6H9N.

Positions of all 16 atoms, in Å:
C -0.9500 -1.6499 0.2737
C 0.0551 -0.5587 -0.0006
C 1.4258 -0.8010 0.2244
C 2.1536 0.2757 -0.1668
N 1.3591 1.3150 -0.5426
C -0.1788 0.7096 -0.4784
C -1.5414 1.3679 -0.0349
H -0.8637 -2.4142 -0.5103
H -1.9936 -1.3248 0.2983
H -0.7200 -2.1374 1.2281
H 1.8191 -1.6978 0.6662
H 3.2441 0.2684 -0.2384
H 1.9519 2.0183 -1.0398
H -2.4658 0.9863 -0.5216
H -1.5560 2.4412 -0.2042
H -1.7395 1.2014 1.0468

Forces on atoms 1 to 3 (eV/Å):
-0.079 0.131 0.019
0.132 0.157 -0.191
0.240 -0.432 -0.089

Properties
Structure (SMILES): Cc1cc[nH]c1C
Frontier orbital gap: 0.3279 Ha
Strongest force on any atom: 2.188 eV/Å
HOMO energy: -0.2881 hartree
Energy relative to the best compared isomer or geometry (same formula, charge and spin): 47.13 kcal per mole
LUMO level: 1.1 eV

=====

# 3
ORCA calculation (the ωB97M-V functional and the def2-TZVPD basis) on an isolated ion of composition C4H11N2O and charge -2.

Positions of all 18 atoms, in Å:
N -1.3030 0.9608 -1.0201
C -0.4728 0.4498 0.0874
C 0.7289 -0.3921 -0.7251
C 2.2239 -0.4255 -0.0592
O 3.0388 -1.0699 -1.0030
C -1.4015 -0.2875 1.2749
N -2.5624 0.5630 1.4387
H -0.6414 1.2119 -1.7205
H -2.0669 0.3672 -1.2942
H 0.1533 1.2781 0.6423
H 0.9717 0.1116 -1.6589
H 0.3628 -1.3837 -0.9342
H 2.0170 -0.7402 0.9585
H 2.5836 0.5615 0.0515
H -0.6467 -0.6336 2.0656
H -1.7542 -1.2367 0.8734
H -2.5026 0.9440 0.5320
H -2.1997 1.3438 2.1098

Forces on atoms 1 to 3 (eV/Å):
-0.290 1.283 1.812
2.585 -1.524 0.310
0.326 1.503 2.919

Properties
Net charge: -2
Frontier orbital gap (spin up / spin down): 0.1110 / 0.2430 Ha
Strongest force on any atom: 4.076 eV/Å
HOMO energy (spin up / spin down): 0.1543 / 0.0172 hartree
Energy relative to the best compared isomer or geometry (same formula, charge and spin): 54.35 kcal per mole
LUMO level (spin up / spin down): 7.2 / 7.1 eV
2S+1: 2

=====

# 4
ORCA calculation (the ωB97M-V functional and the def2-TZVPD basis) on a 2-piece molecular cluster, C2H3BrF2O2 overall.

Positions of all 10 atoms, in Å:
C 0.4109 0.6768 -0.1493
C -0.2293 -0.7333 -0.0022
O 1.0033 1.0490 -1.2667
O -0.6615 -1.0208 1.2310
F 0.9174 1.1718 0.9999
F 0.8461 -1.6978 -0.2290
Br -1.5033 -1.0659 -1.4435
H -1.8576 1.9502 0.3344
H 1.7508 1.5582 -0.9236
H -0.6766 -1.8881 1.4490

Forces on atoms 1 to 3 (eV/Å):
-3.038 -0.993 1.693
2.511 -0.889 -0.455
0.530 -0.150 0.423

Properties
Frontier orbital gap (spin up / spin down): 0.3950 / 0.2883 Ha
Strongest force on any atom: 5.896 eV/Å
HOMO energy (spin up / spin down): -0.3836 / -0.3054 hartree
Energy relative to the best compared isomer or geometry (same formula, charge and spin): 113.25 kcal per mole
LUMO level (spin up / spin down): 0.3 / -0.5 eV

=====

# 5
ORCA calculation (the ωB97M-V functional and the def2-TZVPD basis) on C3H2Br3NO as an isolated structure.

Positions of all 10 atoms, in Å:
C -0.0317 -0.9487 1.6188
C -0.4883 0.9352 -1.0484
C 0.8339 0.6676 -1.0410
N -0.8284 -1.4608 0.8633
O 0.8393 -0.3881 2.1651
Br -1.2437 2.4664 -0.5396
Br 1.4869 -1.0585 -1.1628
Br 2.0508 1.9052 -0.2546
H -1.2225 0.1696 -1.4401
H -1.3963 -2.2879 0.8393

Forces on atoms 1 to 3 (eV/Å):
0.246 -0.570 -0.533
0.922 -3.026 -1.672
-1.123 0.971 1.333

Properties
Frontier orbital gap: 0.3454 Ha
Strongest force on any atom: 3.578 eV/Å
HOMO energy: -0.3321 hartree
Energy relative to the best compared isomer or geometry (same formula, charge and spin): 9.45 kcal per mole
LUMO level: 0.4 eV

=====

# 6
ORCA calculation (the ωB97M-V functional and the def2-TZVPD basis) on one molecule with the formula C5H9F.

Positions of all 15 atoms, in Å:
C -0.7859 1.5563 0.4374
C -0.5259 0.3734 -0.1931
C -1.6384 -0.6148 -0.3254
C 0.9663 0.1134 -0.5295
C 1.7413 -0.7854 0.4346
F 1.5753 1.2627 -0.5154
H -1.8365 1.8913 0.6010
H -0.0547 2.2357 0.6215
H -1.6232 -1.4233 0.4069
H -1.7227 -1.0012 -1.3714
H -2.6922 -0.1882 -0.1606
H 0.9679 -0.2980 -1.5316
H 1.3446 -0.6103 1.4172
H 2.8490 -0.6752 0.3303
H 1.4350 -1.8364 0.3780

Forces on atoms 1 to 3 (eV/Å):
-2.636 -2.695 -1.784
-0.082 1.936 2.342
-1.882 -0.079 -1.248

Properties
Structure (SMILES): C=C(C)[C@H](C)F
Frontier orbital gap: 0.3841 Ha
Strongest force on any atom: 4.171 eV/Å
HOMO energy: -0.3441 hartree
Energy relative to the best compared isomer or geometry (same formula, charge and spin): 21.74 kcal per mole
LUMO level: 1.1 eV

=====

# 7
ORCA calculation (the ωB97M-V functional and the def2-TZVPD basis) on one molecule with the formula C3H3IN2O.

Positions of all 10 atoms, in Å:
C -0.1583 1.2075 0.2247
C -0.6496 -0.0718 0.5680
O -1.5845 -0.4044 1.2558
N 0.0932 -1.0523 0.0415
I -0.5580 -3.0594 0.3591
C 1.1175 -0.7384 -0.8516
N 1.8998 -0.6259 -1.6761
H -0.5054 1.2763 -0.8959
H -0.5107 2.1647 0.7525
H 0.8561 1.3037 0.2220

Forces on atoms 1 to 3 (eV/Å):
-3.008 4.782 -2.344
-1.726 -1.499 2.535
-0.752 0.757 0.328

Properties
Structure (SMILES): CC(=O)N(I)C#N
Frontier orbital gap: 0.3112 Ha
Strongest force on any atom: 6.116 eV/Å
HOMO energy: -0.3722 hartree
Energy relative to the best compared isomer or geometry (same formula, charge and spin): 23.86 kcal per mole
LUMO level: -1.7 eV

=====

no.,calculated total energy (eV)
1,-40887.7298
2,-7856.1160
3,-9347.1575
4,-81690.0610
5,-216807.1046
6,-8047.1000
7,-16285.9614